[1]
Computed, not measured: C31H27GeN3OSTl as an isolated structure, with wB97M-V/def2-TZVPD.

Positions of all 65 atoms, in Å:
Tl -2.147 0.622 -0.283
S -3.276 4.342 -2.907
C -3.940 2.946 -3.627
C -3.688 1.835 -2.878
C -2.938 2.088 -1.686
C -2.655 3.427 -1.589
C -1.865 4.079 -0.516
C -1.472 5.416 -0.506
C -0.731 5.866 0.575
C -0.380 4.993 1.596
C -0.791 3.669 1.493
N -1.522 3.255 0.469
H -4.481 3.013 -4.557
H -4.026 0.851 -3.173
H -1.731 6.080 -1.320
H -0.415 6.902 0.611
H 0.203 5.321 2.446
H -0.529 2.886 2.201
O -3.632 1.308 2.176
H -2.868 0.680 2.241
H -3.169 2.151 2.103
N 0.995 1.446 -1.537
C 2.063 1.783 -2.280
C 1.787 1.384 -3.569
C 0.515 0.785 -3.484
N 0.050 0.833 -2.246
H 0.868 1.466 -0.530
H 2.928 2.244 -1.836
H 2.422 1.486 -4.432
H -0.082 0.332 -4.260
C -1.041 0.058 1.349
Ge 0.092 -1.393 0.939
C 1.908 -0.929 0.226
C 2.595 0.069 0.929
C 3.862 0.493 0.554
C 4.482 -0.070 -0.557
C 3.823 -1.059 -1.270
C 2.556 -1.484 -0.876
C 0.655 -2.303 2.609
C 1.588 -3.342 2.626
C 1.958 -3.956 3.815
C 1.406 -3.532 5.018
C 0.481 -2.497 5.021
C 0.109 -1.895 3.822
C -0.581 -2.860 -0.212
C -1.231 -3.956 0.360
C -1.820 -4.940 -0.424
C -1.773 -4.851 -1.809
C -1.136 -3.768 -2.400
C -0.552 -2.788 -1.607
H 2.121 0.527 1.794
H 4.369 1.259 1.130
H 5.469 0.259 -0.860
H 4.293 -1.505 -2.139
H 2.076 -2.272 -1.445
H 2.036 -3.678 1.695
H 2.680 -4.765 3.806
H 1.695 -4.007 5.949
H 0.044 -2.160 5.954
H -0.626 -1.095 3.813
H -1.279 -4.042 1.440
H -2.323 -5.777 0.048
H -2.233 -5.618 -2.422
H -1.100 -3.683 -3.480
H -0.095 -1.929 -2.090

Results
**Total energy**: -4084.4835 Ha
**Relative energy (zero: lowest compared OMol25 entry of this formula, charge and spin)**: 0.0 kJ/mol
**HOMO-LUMO gap**: 5.250 eV
**Total charge**: -1

Atom charges from the Löwdin analysis, given in e for atoms 1 to 6: 0.86, 1.00, -0.44, -0.23, -0.35, -0.53

=====

[2]
Computed, not measured: C52H75B2CdN14OS3 as an isolated structure, with wB97M-V/def2-TZVPD.

Positions of all 148 atoms, in Å:
Cd 1.002 0.293 0.027
C -1.167 -3.906 -1.647
C -1.657 -2.485 -1.503
C -2.825 -2.175 -2.084
C -3.519 -0.907 -2.281
N -3.306 0.238 -1.755
N -2.361 0.440 -0.751
B -1.987 1.873 -0.760
N -1.622 2.571 -2.094
N -2.710 3.065 -2.738
C -2.528 3.775 -3.808
C -1.216 4.022 -4.302
C -0.126 3.587 -3.635
C 1.261 3.931 -4.083
C -0.342 2.808 -2.442
S 1.010 2.375 -1.500
C -3.714 4.458 -4.483
C -5.065 3.968 -3.964
C -3.584 5.966 -4.204
C -3.658 4.219 -6.001
N -1.494 2.651 0.462
N -2.786 2.902 0.182
C -3.560 3.627 0.927
C -2.936 4.179 2.084
C -1.629 3.957 2.388
C -1.016 4.517 3.630
C -0.812 3.107 1.526
S 0.753 2.654 1.898
C -4.991 3.881 0.500
C -4.944 5.046 -0.510
C -5.857 4.285 1.694
C -5.558 2.622 -0.163
C -1.761 -0.617 -0.001
S -1.298 0.029 1.670
C -4.667 -0.979 -3.294
C -5.158 0.414 -3.666
C -4.198 -1.678 -4.585
C -5.820 -1.770 -2.659
H -1.683 -4.372 -2.482
H -1.378 -4.484 -0.747
H -0.103 -3.959 -1.841
H -3.295 -3.007 -2.585
H -1.088 4.606 -5.205
H 1.236 4.423 -5.054
H 1.883 3.039 -4.138
H 1.740 4.595 -3.360
H -5.089 3.902 -2.876
H -5.308 2.986 -4.364
H -5.840 4.665 -4.290
H -3.742 6.187 -3.145
H -4.335 6.510 -4.782
H -2.599 6.348 -4.489
H -3.540 3.156 -6.231
H -2.849 4.771 -6.485
H -4.593 4.558 -6.450
H -3.538 4.774 2.759
H -1.750 5.064 4.218
H -0.184 5.178 3.377
H -0.588 3.709 4.225
H -4.534 5.947 -0.046
H -5.955 5.272 -0.857
H -4.327 4.783 -1.369
H -5.564 5.253 2.105
H -5.825 3.539 2.492
H -6.892 4.373 1.362
H -4.921 2.267 -0.977
H -6.546 2.843 -0.572
H -5.668 1.815 0.568
H -4.331 1.017 -4.042
H -5.586 0.939 -2.808
H -5.924 0.333 -4.443
H -3.302 -1.195 -4.987
H -4.987 -1.611 -5.336
H -3.976 -2.736 -4.441
H -6.217 -1.238 -1.788
H -5.503 -2.765 -2.336
H -6.630 -1.895 -3.381
C 0.132 0.075 -4.715
C 0.682 -1.078 -3.940
C 0.968 -2.367 -4.436
C 1.383 -3.090 -3.345
C 1.869 -4.504 -3.303
N 1.348 -2.245 -2.275
N 0.908 -1.012 -2.643
B 1.479 -2.608 -0.788
N 2.785 -1.944 -0.207
N 2.927 -0.589 -0.293
C 4.219 -0.305 -0.219
C 4.711 1.103 -0.304
C 4.940 -1.495 -0.063
C 3.996 -2.508 -0.050
C 4.205 -3.978 0.112
N 0.163 -2.112 -0.014
N -0.889 -1.542 -0.788
C -2.382 -1.391 1.105
C -3.840 -1.260 1.435
C -1.647 -2.656 1.438
C -0.392 -2.900 1.026
C 0.442 -4.007 1.599
H 0.900 0.814 -4.947
H -0.278 -0.279 -5.660
H -0.669 0.567 -4.160
H 0.890 -2.716 -5.455
H 1.620 -4.999 -4.242
H 2.954 -4.539 -3.190
H 1.431 -5.080 -2.487
H 1.593 -3.793 -0.669
H 3.887 1.812 -0.217
H 5.441 1.313 0.478
H 5.195 1.274 -1.266
H 6.007 -1.605 0.051
H 5.265 -4.174 0.267
H 3.655 -4.366 0.971
H 3.878 -4.530 -0.768
H -4.173 -0.232 1.290
H -4.411 -1.910 0.766
H -4.034 -1.558 2.466
H -2.082 -3.285 2.206
H 0.034 -4.336 2.554
H 0.475 -4.861 0.917
H 1.474 -3.685 1.755
C -0.789 -5.132 5.175
C -0.200 -4.172 6.202
N 0.334 -2.943 5.607
C -0.398 -1.694 5.822
C -1.676 -1.593 4.998
C 1.528 -3.035 4.969
O 2.156 -4.081 4.884
C 2.075 -1.810 4.289
C 3.316 -1.293 4.628
C 3.826 -0.244 3.881
C 3.098 0.213 2.793
N 1.916 -0.298 2.448
C 1.416 -1.270 3.202
H -1.180 -6.020 5.676
H -0.015 -5.450 4.476
H -1.606 -4.667 4.617
H 0.607 -4.667 6.739
H -0.957 -3.872 6.926
H 0.261 -0.861 5.596
H -0.641 -1.628 6.884
H -1.449 -1.576 3.928
H -2.218 -0.678 5.252
H -2.335 -2.440 5.195
H 3.869 -1.715 5.459
H 4.781 0.204 4.119
H 3.480 1.016 2.171
H 0.437 -1.636 2.913

Results
**Total energy**: -4280.2367 Ha
**Relative energy (zero: lowest compared OMol25 entry of this formula, charge and spin)**: 443.6 kJ/mol
**HOMO-LUMO gap**: 7.020 eV
**Total charge**: +1

Atom charges from the Löwdin analysis, given in e for atoms 1 to 6: 1.29, 0.02, -0.21, 0.02, -0.21, 0.16

=====

Among the records above, which one has the highest relative energy (zero: lowest compared OMol25 entry of this formula, charge and spin)?
C52H75B2CdN14OS3

=====

Which of these has the lowest total charge?
C31H27GeN3OSTl

=====

Number 2 is which compound?
C52H75B2CdN14OS3